Molecular formula: C31H53BrNO3P3Ti
Method: DFT, ωB97M-V with the def2-TZVPD basis set

Properties
⟨S²⟩ ... 2.015
Multiplicity ... 3
HOMO-LUMO gap (alpha / beta) ... 0.2281 / 0.2273 hartree
Total energy ... -161643.7236 eV
Charge ... +2

Geometry (Å):
Br1 -0.89460 -1.37679 -0.49496
Ti1 1.39430 1.83247 1.58400
P1 1.64954 4.22400 3.38166
P2 0.37939 1.98862 -1.00011
P3 0.04310 -2.00819 1.55288
O1 -1.26272 -2.19080 2.51058
O2 0.51108 -3.50210 1.29767
O3 -0.22008 1.27993 2.22711
N1 11.09126 -1.64779 0.35831
C1 10.72077 -0.47918 0.86769
C2 5.83277 -0.48473 0.06730
C3 0.24988 3.24306 3.98961
C4 -2.65062 1.63052 2.84186
C5 -0.03660 3.38087 5.47622
C6 8.83090 -2.28866 -0.01238
C7 2.37895 -0.06002 1.35276
C8 2.83780 3.01715 -2.13408
C9 1.25902 4.75580 1.65550
C10 -2.20299 -3.33036 2.57325
C11 8.39426 -1.01944 0.46257
C12 0.69611 6.19781 1.64166
C13 3.78422 0.16241 1.11794
C14 4.42358 -0.38532 0.00584
C15 3.13275 3.10139 3.32395
C16 -1.35937 0.89616 3.09920
C17 1.70410 3.25722 -1.14062
C18 10.20955 -2.54463 -0.07183
C19 0.84717 -4.09839 -0.01501
C20 2.22229 -0.92569 -0.88834
C21 0.13329 1.82845 -3.96686
C22 1.54051 -0.38551 0.19340
C23 -0.21138 -5.12489 -0.27885
C24 -1.27020 2.88543 -1.24927
C25 4.37405 3.94204 3.78950
C26 3.63428 -0.93765 -1.01484
C27 -1.33416 4.18868 -2.03615
C28 0.46760 1.11384 -2.65262
C29 7.00789 -0.62061 0.36847
C30 9.36150 -0.12781 0.97248
C31 -3.49312 -3.01175 1.87095
H1 -2.37951 4.52425 -2.10360
H2 3.35749 2.64377 2.30910
H3 -0.97685 4.10386 -3.07121
H4 2.18968 3.28831 -0.13417
H5 11.51253 0.20510 1.19981
H6 -0.66264 3.49444 3.42178
H7 4.69430 4.64185 3.00353
H8 -0.98719 2.90208 5.71996
H9 -1.95452 2.15492 -1.69307
H10 -0.93123 2.05931 -4.07176
H11 0.74381 2.90088 6.06904
H12 -2.36370 -3.48300 3.64370
H13 4.13820 4.51044 4.70587
H14 -3.30046 1.54331 3.71606
H15 1.24679 6.83447 2.34847
H16 4.08145 -1.39145 -1.90313
H17 0.85826 -3.31535 -0.77564
H18 2.54923 3.18983 -3.17555
H19 5.21697 3.27190 4.01844
H20 -0.36986 6.20305 1.89489
H21 -1.21240 -4.67622 -0.23573
H22 -0.08249 -5.57197 -1.26857
H23 2.08961 -0.33287 2.41123
H24 3.24360 2.00474 -2.03249
H25 0.81211 6.63516 0.64138
H26 0.53738 4.06515 1.12593
H27 -3.35089 -2.80310 0.80253
H28 -2.50195 2.69205 2.66956
H29 2.99872 2.27987 4.05253
H30 -1.70379 -4.21316 2.15686
H31 3.64901 3.71858 -1.90358
H32 -4.13769 -3.88941 1.98068
H33 9.10771 0.84109 1.41520
H34 0.38413 1.17473 -4.81335
H35 -1.49963 -0.19153 3.05550
H36 1.47324 0.68249 -2.71750
H37 8.14659 -3.06748 -0.36489
H38 -1.62625 3.04558 -0.22767
H39 0.47053 2.17380 3.80351
H40 -3.22021 1.19478 2.02286
H41 1.66624 -1.42919 -1.68686
H42 1.84679 -4.53382 0.08966
H43 1.23995 4.24062 -1.30707
H44 10.60494 -3.48075 -0.47419
H45 -0.12377 4.43770 5.72259
H46 4.44911 0.51501 1.89084
H47 -0.14246 -5.92103 0.47291
H48 -0.99799 1.12484 4.10770
H49 -0.78608 5.00363 -1.54912
H50 -4.02738 -2.17558 2.34009
H51 2.19716 4.78014 1.07053
H52 -0.19890 0.24827 -2.53865
H53 0.70909 2.74714 -4.11014


Molecular formula: C31H53MnNO2Si2
Method: DFT, ωB97M-V with the def2-TZVPD basis set

Properties
⟨S²⟩ ... 8.767
Multiplicity ... 6
HOMO-LUMO gap (alpha / beta) ... 0.2379 / 0.2559 hartree
Total energy ... -85666.6075 eV

Geometry (Å):
Mn1 -0.59507 1.91100 -0.09292
Si1 0.88754 4.20372 0.78108
Si2 -2.02366 -3.85055 0.00893
O1 2.47793 1.61458 -1.61979
O2 4.36923 -3.39806 0.55023
N1 -2.65060 1.95021 -0.29197
C1 1.64938 2.83497 1.83043
C2 -0.51372 0.37314 2.71243
C3 3.65274 -4.41582 -0.13394
C4 -5.55363 1.96721 -2.60956
C5 2.28149 1.39380 -4.05461
C6 -1.45119 -4.22828 1.77498
C7 -0.66208 -2.74638 -0.65290
C8 -3.01997 1.46560 3.35609
C9 -3.39091 1.84306 -1.44935
C10 -1.05761 0.23113 4.01922
C11 4.44527 0.08527 -1.20255
C12 -3.29854 2.00240 0.90443
C13 -4.79911 2.12582 -1.41658
C14 -1.19529 1.09958 1.74191
C15 4.53972 -5.01863 -1.19985
C16 3.23276 0.84290 -0.68214
C17 -2.28431 0.81116 4.34880
C18 -4.96551 1.40294 -3.73062
C19 3.63273 -2.93453 1.67698
C20 2.26125 5.41886 0.37800
C21 -2.49870 1.55506 2.03867
C22 -3.60973 0.99155 -3.70242
C23 -5.40134 2.45269 -0.18418
C24 0.11417 3.61298 -0.80295
C25 1.99617 0.81415 -2.70247
C26 -0.53057 4.81638 1.82970
C27 -2.20173 -5.32301 -1.13767
C28 -2.81756 1.23446 -2.58194
C29 -3.59891 -2.78923 0.11339
C30 4.39984 -1.83541 2.37474
C31 -4.65704 2.34747 0.97514
H1 2.52427 0.11482 -0.26352
H2 4.41195 -0.91322 1.79624
H3 2.34381 6.24101 1.10012
H4 -2.67264 0.75957 5.36665
H5 2.73007 -4.01699 -0.59125
H6 3.23641 4.91343 0.34371
H7 -1.69476 -3.39537 2.45291
H8 -4.51628 -3.33628 0.29145
H9 4.70908 0.32919 -2.23474
H10 -0.21543 5.67388 2.43497
H11 0.31182 -3.02015 -0.22103
H12 -1.00076 -1.77020 -0.36319
H13 5.43174 -5.44882 -0.73461
H14 -1.76042 0.91807 -2.54651
H15 -1.28713 -5.92471 -1.15234
H16 4.00794 -5.81223 -1.71839
H17 3.50626 -3.77585 2.38558
H18 -1.90475 -5.14303 2.16534
H19 3.38044 -5.19418 0.59410
H20 2.05012 2.00718 1.23695
H21 2.47501 -0.18893 -2.59059
H22 2.61231 -2.58591 1.40037
H23 -3.98937 1.92677 3.57145
H24 2.09294 5.86004 -0.61227
H25 -6.60399 2.28726 -2.59854
H26 3.52295 1.52038 0.13559
H27 -1.36212 5.12744 1.18680
H28 -3.04158 -5.97867 -0.86087
H29 3.95526 -1.61947 3.34507
H30 -6.43713 2.72540 -0.16338
H31 -0.49306 -0.31317 4.77371
H32 -2.38449 -4.95599 -2.16174
H33 0.46120 -0.06123 2.49100
H34 -3.17734 0.48139 -4.56976
H35 -0.50333 -2.74780 -1.74073
H36 -5.55489 1.25741 -4.64075
H37 0.87121 3.47161 -1.59533
H38 -3.71183 -2.22353 -0.81620
H39 3.29097 1.79120 -4.18964
H40 1.53216 2.14249 -4.32132
H41 0.93396 2.40495 2.54046
H42 4.85155 -4.28178 -1.94532
H43 2.12814 0.56267 -4.76414
H44 5.30737 0.27679 -0.55153
H45 -3.45995 -2.08084 0.93578
H46 2.48321 3.24303 2.41837
H47 -0.36020 -4.36140 1.78134
H48 0.89610 0.72629 -2.54895
H49 -0.90456 4.03727 2.50298
H50 -0.76051 4.12626 -1.25715
H51 5.42713 -2.16354 2.52238
H52 -5.11129 2.51474 1.94486
H53 4.25897 -0.98944 -1.13113


Molecular formula: C31H53N13P2
Method: DFT, ωB97M-V with the def2-TZVPD basis set

Properties
HOMO-LUMO gap ... 0.3122 hartree
Total energy ... -70950.1997 eV

Geometry (Å):
P1 3.63706 0.58853 4.56914
P2 3.46066 0.29130 2.42372
N1 -7.61446 2.71276 -3.14268
N2 -6.24986 7.20026 -5.29663
N3 -8.79358 -1.48030 -2.58002
N4 -0.26114 -5.22470 -2.90612
N5 -0.54733 -3.47975 -7.31053
N6 8.05287 1.87595 7.89603
N7 2.46305 -2.05721 -2.90463
N8 -0.16879 -3.16601 2.07021
N9 -2.98880 -0.82912 -1.87017
N10 -4.08957 7.19656 -1.96878
N11 -4.48845 0.52909 1.24931
N12 7.64615 -1.67390 2.80477
N13 3.71798 -7.28467 -0.68052
C1 2.97303 -2.50894 -1.96266
C2 -7.84075 2.14168 -4.13333
C3 3.34070 -1.12677 5.32770
C4 5.44950 1.01554 4.86850
C5 -6.79168 -0.20328 -1.39868
C6 -2.35101 -5.68111 -1.33816
C7 -1.17636 -5.42494 -2.21928
C8 -7.91629 -0.92557 -2.05630
C9 0.33536 -2.92310 -6.79981
C10 1.47466 -2.20713 -6.14511
C11 1.70639 -0.12079 1.88064
C12 -6.50584 9.50544 -4.01300
C13 -4.79387 6.38301 -2.40912
C14 3.57450 -6.10004 -3.05489
C15 9.68745 -0.42599 3.95361
C16 -3.80636 0.75726 3.80286
C17 3.65520 -6.76617 -1.71793
C18 -8.13311 1.42363 -5.40577
C19 6.13119 3.63979 8.37664
C20 -4.18974 0.62880 2.36768
C21 -1.41507 -2.19075 -3.52388
C22 3.63102 -3.09324 -0.75207
C23 0.90916 1.26580 1.75847
C24 -6.36382 8.20950 -4.73424
C25 8.53954 -1.12613 3.30920
C26 -1.91057 -1.63838 0.78034
C27 -5.70038 5.34274 -2.97359
C28 7.21231 2.64890 8.10803
C29 -2.29903 -1.42584 -2.59490
C30 -0.93705 -2.49901 1.50701
C31 6.01562 2.16034 3.90126
H1 -8.21979 0.35347 -5.21373
H2 2.90242 -3.65928 -0.17011
H3 6.00548 3.18377 4.38087
H4 -5.85691 -0.41936 -1.91741
H5 9.52067 0.65127 3.93611
H6 -6.22020 9.37907 -2.96817
H7 -2.00025 -0.67372 1.27849
H8 5.42534 2.25412 2.94218
H9 -0.17641 1.11033 2.01708
H10 -2.79536 -4.73408 -1.02958
H11 1.18489 -0.79013 2.62891
H12 4.03840 -2.29387 -0.13176
H13 6.56290 4.56090 8.76849
H14 2.40354 -2.43040 -6.67040
H15 4.43982 -3.75971 -1.05255
H16 1.30113 -1.13109 -6.17201
H17 -5.59816 5.31193 -4.05674
H18 5.59472 3.86118 7.45344
H19 -6.73424 5.57585 -2.72097
H20 1.08446 1.67127 0.72411
H21 -3.25997 1.68791 3.95769
H22 1.56857 -2.52612 -5.10701
H23 -3.17265 -0.08145 4.09314
H24 1.79645 -0.64412 0.87650
H25 4.12683 -6.68306 -3.79217
H26 -6.70340 -0.52157 -0.35991
H27 4.24613 -0.89269 2.15716
H28 -3.09644 -6.26651 -1.87682
H29 10.60817 -0.65355 3.41603
H30 -6.97314 0.87126 -1.42794
H31 5.43140 3.23436 9.10760
H32 6.04431 0.05318 4.71651
H33 -4.70111 0.76085 4.42550
H34 -5.44631 4.36516 -2.56342
H35 9.78725 -0.75448 4.98827
H36 4.26832 -1.74463 5.09733
H37 5.66327 1.34174 5.92859
H38 -7.54076 9.84480 -4.06266
H39 -2.03492 -6.23260 -0.45248
H40 -1.57031 -1.48061 -0.23861
H41 3.07653 -1.10652 6.42065
H42 -2.88841 -2.11912 0.75844
H43 -1.53083 -1.81632 -4.54184
H44 -1.68194 -3.24551 -3.50176
H45 2.53255 -6.02363 -3.36921
H46 -7.32784 1.59508 -6.12039
H47 4.00164 -5.09874 -2.99721
H48 7.07436 1.84987 3.62951
H49 -9.06960 1.78757 -5.82858
H50 -5.86137 10.25577 -4.47104
H51 -0.37241 -2.08189 -3.22009
H52 1.37419 1.99791 2.48916
H53 2.48854 -1.62795 4.78052